(1)
DFT (the ωB97M-V functional and the def2-TZVPD basis) results for a 8-piece molecular cluster, C43H96N10O6 overall in a non-equilibrium geometry.

Last column: Mulliken charge in e.
CARTESIAN COORDINATES (ANGSTROEM)
O: 1.0779 -0.8899 -1.1256  -0.480
O: 1.4204 1.4801 3.1000  -0.430
O: -0.8912 0.1439 -0.8847  -1.005
O: 0.7804 0.6219 0.5408  -0.548
O: 3.7539 0.7215 -0.8110  -0.569
O: -2.8843 1.6383 0.4307  -0.178
N: -2.5701 4.9812 -4.7175  0.175
N: -4.3481 4.1889 1.3076  0.148
N: 4.3042 -3.3498 3.0620  0.177
N: 2.5379 -5.8835 -3.2187  0.197
N: 6.0988 2.7898 -0.6115  0.076
N: -4.2706 -2.4440 -0.1371  0.409
N: -1.7742 5.1211 -6.7359  0.123
N: 0.8152 1.4247 6.0806  0.106
N: 3.6025 -7.7834 -3.3184  0.124
N: 2.2336 -3.1109 2.3772  0.459
C: -5.5647 -4.0443 1.2992  -0.810
C: 3.0927 -7.5329 -4.5516  -0.384
C: 6.7270 4.1512 -0.6024  -0.949
C: -4.8482 5.2163 2.3174  -0.854
C: -2.1977 6.6306 -8.6673  -1.109
C: -5.0195 -3.7411 -0.0942  -0.562
C: 3.0434 -2.2701 1.6324  -0.402
C: 1.0314 1.0342 7.5220  -0.930
C: -3.0539 -2.5212 0.7597  -1.109
C: -5.2283 -1.3331 0.2751  -0.697
C: 6.5620 1.9411 0.5286  -1.059
C: -3.0007 3.6663 1.7309  -1.150
C: -5.9205 -1.5346 1.6398  -0.639
C: -2.5444 -2.5162 -3.6558  -1.258
C: 4.3137 -2.3864 2.0628  -0.939
C: 1.1604 0.2601 5.2054  -1.223
C: 0.3005 0.0705 -0.4785  0.415
C: 3.0515 -3.7771 3.2001  -0.051
C: 0.7753 -3.2926 2.2283  -0.680
C: 6.4490 2.1278 -1.9287  -0.806
C: 2.4184 -6.3577 -4.5039  -0.261
C: 2.0920 -4.5988 -2.6836  -0.675
C: 5.4283 -3.7522 3.8936  -0.549
C: -2.7583 3.7575 -5.3361  -0.327
C: -3.1589 5.4319 -3.4690  -0.831
C: 5.9283 -2.6559 4.8074  -1.082
C: -4.3706 4.8954 -0.0559  -0.875
C: -1.2466 5.6528 -8.0137  -0.422
C: -1.9507 5.7770 -5.6016  -0.070
C: -0.6480 1.8214 5.9898  -0.969
C: -3.0182 -3.0914 -2.3131  -0.141
C: -2.2684 3.8388 -6.5904  -0.432
C: -5.3969 3.1254 1.2263  -0.908
C: -6.4725 -2.9480 1.8116  -1.015
C: 3.2718 -6.7665 -2.5101  -0.189
C: 0.7888 0.3797 3.7440  0.603
C: -2.1971 2.8110 0.7509  0.322
C: 1.1767 -4.7252 -1.4710  -0.576
C: -3.8226 -2.0533 -1.5609  -0.404
C: 3.7030 1.9124 -0.0667  0.348
C: 4.4618 -8.9130 -2.9531  -0.715
C: 4.5737 3.0238 -0.6291  -1.052
C: 1.6212 2.6502 5.7749  -0.758
H: -2.4109 4.5639 1.9235  0.317
H: 5.7122 1.3667 -2.1560  0.271
H: 1.1680 -0.5023 3.2108  -0.463
H: -2.4960 6.1717 -3.0219  0.386
H: 0.4925 -3.8827 -1.3480  -0.033
H: 0.6163 -3.3315 1.1581  0.134
H: 6.4359 4.8187 -1.4055  0.361
H: -6.4093 3.4569 1.4431  0.404
H: 2.7666 -4.7041 3.6775  0.423
H: -3.1743 4.5951 -2.7727  0.137
H: 2.2266 0.0296 5.2705  0.561
H: -5.4331 2.5676 0.2957  0.283
H: -6.7292 -0.8066 1.6605  0.479
H: 3.2388 -8.1609 -5.4157  0.439
H: -4.7781 -1.8718 -2.0512  0.536
H: -1.5738 -2.0100 -3.5954  0.202
H: -1.9897 6.7649 -9.7312  0.375
H: 6.1011 0.9627 0.3922  0.462
H: -3.5127 5.5586 -0.0139  0.421
H: 6.0739 2.3946 1.3890  0.386
H: -4.3733 4.2306 -0.9153  0.259
H: -0.7714 2.6830 6.6365  0.464
H: -5.1541 -1.2691 2.3744  0.324
H: -5.1392 2.4073 2.0087  0.405
H: 0.4324 0.1639 7.7849  0.432
H: -2.5356 -3.4243 0.4524  0.376
H: -5.3871 5.2840 -0.0921  0.469
H: 3.9608 1.7699 0.9886  0.255
H: -4.7362 4.7459 3.2921  0.422
H: -2.0997 3.0805 -7.3334  0.412
H: -0.2155 5.9840 -7.9134  0.334
H: -6.0246 -1.3942 -0.4709  0.381
H: -4.2179 6.1011 2.2723  0.403
H: -4.1549 5.8566 -3.5694  0.396
H: -6.0806 -5.0038 1.2693  0.460
H: -6.8394 -3.0855 2.8270  0.416
H: -3.3221 -1.1069 -1.3582  0.005
H: 5.2143 -8.6061 -2.2327  0.304
H: -3.1244 3.1246 2.6659  0.493
H: 2.6424 2.3203 5.5865  0.344
H: -4.7281 -4.2302 1.9810  0.300
H: 0.5428 -4.2291 2.7357  0.353
H: 0.3018 -2.5369 2.8482  0.269
H: -2.2789 -3.3627 -4.2899  0.406
H: -0.7775 2.1594 4.9617  0.371
H: -1.1536 4.7721 -8.6554  0.280
H: -1.9568 7.6239 -8.2764  0.354
H: 0.5695 1.8245 8.1140  0.423
H: 3.0082 0.1247 -0.6615  0.182
H: 0.5552 -5.6137 -1.6059  0.438
H: 2.0808 0.9414 7.7826  0.386
H: -3.4167 -2.6623 1.7739  0.707
H: 2.9715 -3.9991 -2.4492  0.294
H: -7.3825 -3.0063 1.2019  0.360
H: -1.3096 0.9809 6.1704  0.339
H: -1.7157 6.8250 -5.4978  0.407
H: 2.6182 -1.6938 0.8253  0.595
H: 1.3554 1.3284 2.1373  0.520
H: -5.8830 5.4249 2.0786  0.391
H: 1.4919 -4.1113 -3.4496  0.299
H: -1.2683 2.5541 1.2778  -0.087
H: 6.8718 -2.8876 5.2979  0.391
H: -2.5340 -1.5691 0.6944  -0.005
H: -3.2539 -1.8167 -4.0874  0.384
H: 2.6720 2.2810 -0.0669  0.182
H: -4.7633 -0.3540 0.1730  0.600
H: 6.0814 -1.7213 4.2605  0.311
H: -5.8589 -3.6354 -0.7861  0.414
H: -4.4159 -4.5722 -0.4534  0.496
H: 4.3541 3.3547 -1.6398  0.387
H: -3.6514 -3.9591 -2.5047  0.416
H: 1.6529 3.3070 6.6403  0.421
H: 5.1326 -4.6238 4.4849  0.340
H: -2.1880 -3.4937 -1.7274  0.093
H: -3.2605 6.4076 -8.6261  0.347
H: 0.7420 -0.6327 5.6747  0.302
H: -2.3671 0.9323 0.0015  0.131
H: 1.6513 -4.8113 -0.4902  0.280
H: -0.2670 0.4431 3.4583  0.408
H: 3.8817 -9.6890 -2.4511  0.341
H: 6.2070 -4.2206 3.2866  0.395
H: 4.8428 -9.3381 -3.8760  0.313
H: 6.5944 4.5531 0.4016  0.460
H: 7.8066 3.9966 -0.6770  0.439
H: -3.1112 2.9368 -4.7347  0.432
H: 7.4490 1.7005 -1.8366  0.406
H: 6.5944 2.8987 -2.6822  0.381
H: 5.2393 -2.4217 5.6216  0.306
H: 7.6382 1.8135 0.5369  0.386
H: 1.8739 -5.8086 -5.2519  0.430
H: 0.2685 -1.0017 -1.6992  0.210
H: 3.8115 -6.4658 -1.6277  0.352
H: -1.8675 3.3661 -0.1341  0.297
H: 1.2784 3.1383 4.8713  0.308
H: 5.2261 -1.9437 1.7052  0.647
H: 4.4746 3.8659 0.0572  0.371

spin multiplicity: 1
net charge: +6
HOMO energy: -20.68 eV

***

(2)
DFT (the ωB97M-V functional and the def2-TZVPD basis) results for one molecule with the formula C10H8S2 in a non-equilibrium geometry.

Last column: Mulliken charge in e.
CARTESIAN COORDINATES (ANGSTROEM)
S: -0.6963 -2.8460 1.1639  -0.232
S: 2.4714 2.0747 -0.1046  -0.135
C: -2.1391 -0.6991 1.4981  -1.191
C: -1.1186 -0.2936 0.5626  0.693
C: -0.2036 -1.3937 0.2844  0.446
C: 0.8330 -1.2869 -0.5427  -0.731
C: 2.5107 0.5121 -0.6405  -0.541
C: -0.9726 0.8795 -0.0677  -0.922
C: 0.9024 2.3784 -0.5203  -0.599
C: 1.1944 0.0219 -1.1930  0.078
C: -2.0341 -1.9783 1.8778  -0.134
C: 0.1558 1.1660 -1.0195  0.164
H: -2.6692 -2.5157 2.5562  0.436
H: 3.3618 -0.1139 -0.4774  0.426
H: -2.9044 -0.0287 1.8468  0.358
H: 1.3379 -0.1867 -2.2645  0.343
H: -0.2996 1.4120 -1.9901  0.344
H: 0.4417 3.3245 -0.3330  0.428
H: 1.4890 -2.1194 -0.7440  0.406
H: -1.6606 1.6929 0.1075  0.364

spin multiplicity: 1
HOMO energy (spin up / spin down): -6.93 / -6.95 eV

***

(3)
DFT (the ωB97M-V functional and the def2-TZVPD basis) results for C18H21NO3 as an isolated structure in a non-equilibrium geometry.

Last column: Mulliken charge in e.
CARTESIAN COORDINATES (ANGSTROEM)
O: 0.3107 0.0882 2.1456  -0.336
O: 2.1184 0.9511 -2.9793  -0.256
O: 0.4368 2.3495 -3.5638  -0.380
N: 3.5698 2.0688 -7.5902  -0.504
C: 1.8194 0.5623 -1.6418  0.045
C: -0.4894 -1.4035 4.0614  -1.379
C: 3.4939 1.2505 -5.3153  -0.029
C: 0.5574 1.2933 0.3517  -0.780
C: 1.6015 -0.7055 -1.1701  -0.779
C: 4.0711 1.2473 -6.5458  -0.317
C: 1.3157 1.7360 -3.7974  0.494
C: -2.7144 -2.0426 3.8546  -0.654
C: 1.2749 -1.0681 0.0306  -0.878
C: 0.7852 -0.0791 0.8705  0.853
C: -4.7794 -1.0553 5.0403  -1.029
C: 1.2723 1.5293 -0.9443  0.125
C: 1.6623 2.5555 -6.0995  -0.790
C: -1.8067 -0.8830 4.1728  -0.635
C: 2.2438 2.4577 -7.4254  -0.236
C: 2.2049 1.6002 -5.0042  0.379
C: -4.2419 -1.4972 3.7360  -0.873
C: 0.2635 -1.3394 2.6992  -0.548
H: -5.8948 -0.7098 4.9560  0.312
H: 2.0457 -1.3553 -1.8675  0.394
H: -2.0558 -0.4990 5.1050  0.475
H: -2.7082 -2.9504 4.3539  0.509
H: -1.6664 -0.0377 3.6010  0.491
H: -0.3182 -2.2613 4.5775  0.614
H: -4.5877 -2.1651 3.1177  0.667
H: 1.2870 -1.9446 2.7327  0.443
H: 1.0951 2.5320 -1.2760  0.457
H: 4.8854 0.7275 -6.7616  0.531
H: -0.2220 -2.1742 2.1531  0.509
H: 0.4695 2.1206 1.1466  0.243
H: 1.6675 3.1404 -8.2333  0.251
H: 1.2634 -1.9392 0.4954  0.700
H: 0.3351 -0.6036 4.7641  0.229
H: 3.9733 0.2434 -4.6082  0.071
H: -4.0951 -0.0454 5.4167  0.199
H: 0.7607 2.8591 -5.8944  0.582
H: -4.1591 -0.5718 2.9669  0.216
H: -2.3520 -2.0785 2.8192  0.249
H: -4.6933 -1.9030 5.5492  0.364

spin multiplicity: 1
HOMO energy: -8.55 eV

***

For reference, ΔE to the lowest compared entry with this formula, charge and spin by record: 0.0, 0.0, 294.2 kcal/mol.